No. 1
DFT (ωB97M-V/def2-TZVPD) results for C28H42BF3IrN12P as an isolated structure.

Its HOMO energy (alpha / beta) is -9.4 / -11.6 eV. The energy above the lowest of the compared OMol25 structures with the same formula, charge and spin is 0.096 eV. As for the expectation value of S²: 8.766. The total charge is +1. The value obtained for the calculated total energy is -2519.16507 a.u. As for the multiplicity: 6.

```
88
C28H42BF3IrN12P | the Open Molecules 2025 dataset | ωB97M-V/def2-TZVPD
Ir 0.11 0.05 0.11
C -0.57 0.89 4.54
C 0.23 0.26 3.58
N -0.48 -0.02 2.50
N -1.74 0.40 2.73
C -1.81 0.97 3.95
B -2.78 0.29 1.61
N -2.54 1.48 0.61
C -3.31 2.53 0.31
C -2.62 3.36 -0.55
C -1.39 2.74 -0.74
N -1.35 1.61 -0.03
N -2.60 -1.08 0.87
C -3.50 -2.07 0.78
C -2.96 -3.11 0.05
C -1.69 -2.66 -0.31
N -1.48 -1.45 0.20
N -4.19 0.31 2.16
C -4.64 -0.16 3.36
C -6.01 -0.23 3.29
C -6.32 0.21 1.99
N -5.22 0.52 1.31
H -0.28 1.24 5.52
H 1.28 0.01 3.62
H -2.72 1.41 4.31
H -4.31 2.60 0.71
H -2.96 4.29 -0.97
H -0.54 3.03 -1.34
H -4.47 -1.96 1.24
H -3.43 -4.04 -0.20
H -0.93 -3.15 -0.90
H -3.97 -0.45 4.14
H -6.68 -0.54 4.07
H -7.28 0.32 1.52
N 0.54 -0.38 -1.71
P 0.94 -1.33 -2.99
N 1.86 -2.57 -2.48
C 2.74 -3.31 -3.42
C 4.07 -3.61 -2.75
C 3.88 -4.55 -1.55
C 2.53 -4.29 -0.87
C 2.10 -2.84 -1.04
N 1.82 -0.52 -4.10
C 3.18 -0.10 -3.72
C 3.23 1.41 -3.55
C 2.90 2.13 -4.87
C 2.12 1.20 -5.82
C 1.11 0.35 -5.06
N -0.48 -1.79 -3.64
C -1.74 -1.05 -3.47
C -2.42 -0.82 -4.82
C -2.60 -2.14 -5.57
C -1.27 -2.87 -5.70
C -0.62 -3.07 -4.34
H 2.87 -2.72 -4.32
H 2.26 -4.25 -3.71
H 4.53 -2.67 -2.43
H 4.75 -4.04 -3.49
H 4.70 -4.42 -0.85
H 3.92 -5.59 -1.89
H 2.59 -4.51 0.20
H 1.75 -4.94 -1.28
H 2.86 -2.17 -0.65
H 1.19 -2.66 -0.48
H 3.89 -0.42 -4.49
H 3.46 -0.60 -2.79
H 4.21 1.71 -3.18
H 2.52 1.68 -2.77
H 3.81 2.46 -5.36
H 2.31 3.02 -4.67
H 2.80 0.54 -6.36
H 1.59 1.78 -6.57
H 0.54 -0.27 -5.74
H 0.41 1.01 -4.53
H -1.55 -0.11 -2.97
H -2.41 -1.64 -2.82
H -1.81 -0.14 -5.42
H -3.38 -0.34 -4.65
H -3.04 -1.97 -6.55
H -3.31 -2.78 -5.02
H -0.59 -2.30 -6.35
H -1.40 -3.85 -6.17
H 0.37 -3.53 -4.45
H -1.23 -3.74 -3.73
F 2.56 -0.81 1.62
C 2.16 0.23 0.85
F 2.34 1.35 1.58
F 3.06 0.30 -0.17
```

=====

No. 2
DFT (ωB97M-V/def2-TZVPD) results for C28H42BrFeN3P2 as an isolated structure in a non-equilibrium geometry.

Its HOMO energy (alpha / beta) is -13.4 / -13.5 eV. The energy above the lowest of the compared OMol25 structures with the same formula, charge and spin is 1.481 eV. As for the expectation value of S²: 6.089. The total charge is +2. The value obtained for the calculated total energy is -5776.10385 a.u. As for the multiplicity: 5.

```
77
C28H42BrFeN3P2 | the Open Molecules 2025 dataset | ωB97M-V/def2-TZVPD
C 3.90 -6.01 0.15
C 4.46 -4.78 -0.22
C 5.82 -4.73 -0.55
C 6.61 -5.88 -0.31
N 6.05 -6.99 0.16
C 4.75 -7.10 0.37
C 3.56 -3.64 -0.38
C 3.36 -2.44 0.08
C 3.15 -1.27 0.89
C 2.66 -0.14 0.17
C 1.98 0.84 0.89
C 2.15 0.85 2.29
C 2.82 -0.17 2.98
C 3.22 -1.30 2.29
Fe 2.28 -2.65 -1.38
P 0.56 -0.90 -2.92
H 6.29 -3.85 -0.98
H 2.82 -6.12 0.27
H 7.69 -5.86 -0.48
H 4.34 -8.05 0.75
H 3.62 -2.19 2.77
H 2.86 -0.03 -0.91
H 2.92 -0.06 4.05
H 1.50 1.66 0.36
C -0.46 0.56 -2.36
C -0.73 1.67 -3.37
H 0.04 0.97 -1.47
H -1.42 0.16 -2.00
H -1.46 2.38 -2.95
H 0.18 2.25 -3.60
H -1.16 1.31 -4.31
C 1.43 -0.30 -4.43
C 2.34 -1.36 -5.01
H 2.04 0.56 -4.11
H 0.70 0.04 -5.17
H 2.91 -0.95 -5.85
H 3.05 -1.74 -4.27
H 1.77 -2.23 -5.37
C -0.81 -1.95 -3.63
C -1.43 -1.49 -4.95
H -1.59 -2.01 -2.86
H -0.38 -2.96 -3.74
H -2.15 -2.25 -5.28
H -1.99 -0.55 -4.85
H -0.68 -1.36 -5.74
Br 1.82 2.43 3.24
P 4.47 2.34 -1.18
C 3.07 2.12 -2.33
C 3.07 3.30 -3.31
H 2.10 2.03 -1.81
H 3.26 1.17 -2.85
H 2.45 3.11 -4.19
H 2.69 4.21 -2.81
H 4.10 3.50 -3.63
C 3.74 3.12 0.33
C 4.64 4.17 0.99
H 3.58 2.32 1.06
H 2.73 3.52 0.10
H 4.09 4.63 1.83
H 5.56 3.69 1.38
H 4.92 4.95 0.26
C 5.41 0.94 -0.55
C 6.90 1.26 -0.64
H 5.17 0.07 -1.17
H 5.11 0.71 0.47
H 7.50 0.44 -0.25
H 7.18 1.40 -1.69
H 7.16 2.15 -0.06
N 0.11 -2.40 0.22
C -1.20 -2.58 0.44
C -1.55 -3.76 -0.20
C -0.40 -4.21 -0.86
N 0.61 -3.29 -0.72
H 0.54 -1.47 0.32
H -1.77 -1.89 1.04
H -2.54 -4.20 -0.20
H -0.33 -5.09 -1.49
```